Entry 1:
Computed, not measured: C59H52N5O2P2RuS4Se as an isolated structure, with the ωB97M-V functional and the def2-TZVPD basis.

Each line ends with the Mulliken charge.
Element x y z (Å)
Ru: -0.12 1.08 -0.53  0.46
S: -0.61 1.02 1.80  0.00
C: -2.26 0.95 1.81  -0.68
N: -3.00 1.38 2.83  0.70
C: -4.45 1.46 2.73  -0.86
C: -4.96 0.25 2.01  -0.68
N: -4.29 0.14 0.72  0.63
C: -5.14 -0.30 -0.39  -1.39
C: -5.61 -1.72 -0.21  0.26
C: -6.95 -1.99 0.07  -0.43
C: -7.38 -3.30 0.25  -0.65
C: -6.47 -4.35 0.16  -0.47
C: -5.14 -4.08 -0.11  -0.63
C: -4.71 -2.78 -0.29  0.22
C: -2.98 0.36 0.61  -0.21
S: -2.12 -0.09 -0.75  -0.14
C: -2.42 1.82 4.09  -1.27
C: -2.57 0.75 5.15  0.48
C: -2.04 -0.52 4.95  0.54
C: -2.19 -1.50 5.91  -0.48
C: -2.88 -1.23 7.09  -0.57
C: -3.41 0.03 7.30  -0.61
C: -3.25 1.02 6.33  -0.33
H: -4.72 2.38 2.19  0.12
H: -4.86 1.50 3.74  0.52
H: -6.03 0.33 1.83  0.56
H: -4.78 -0.66 2.60  0.24
H: -4.57 -0.19 -1.32  0.57
H: -5.99 0.38 -0.43  0.49
H: -7.66 -1.18 0.13  0.39
H: -8.42 -3.50 0.46  0.39
H: -6.81 -5.37 0.30  0.38
H: -4.43 -4.90 -0.19  0.46
H: -3.67 -2.57 -0.50  0.36
H: -2.93 2.73 4.40  0.50
H: -1.37 2.06 3.93  0.14
H: -1.50 -0.74 4.03  0.02
H: -1.78 -2.49 5.74  0.36
H: -3.00 -2.00 7.84  0.40
H: -3.94 0.26 8.21  0.38
H: -3.67 2.01 6.49  0.40
C: 0.48 -0.38 -3.68  -2.16
N: 1.39 -1.37 -3.11  0.88
C: 0.90 -1.99 -1.90  -1.80
P: 1.02 -0.92 -0.40  1.97
C: 0.28 -2.05 0.86  0.81
C: 0.83 -2.07 2.15  -0.11
C: 0.25 -2.82 3.16  -1.07
C: -0.89 -3.57 2.90  -0.57
C: -1.44 -3.56 1.63  -0.79
C: -0.86 -2.80 0.62  -0.55
C: 2.81 -1.15 0.03  -0.63
C: 3.64 0.08 0.27  0.33
C: 5.17 -0.15 0.51  0.23
C: 5.59 -1.58 0.69  -0.80
C: 4.75 -2.59 0.49  -1.03
C: 3.35 -2.37 0.10  -0.20
C: 2.05 -2.21 -4.05  1.39
C: 2.68 -1.66 -5.17  -0.40
C: 3.36 -2.45 -6.08  -1.01
C: 3.43 -3.83 -5.90  -0.63
C: 2.80 -4.39 -4.81  -0.79
C: 2.11 -3.60 -3.90  -0.32
P: 0.31 1.23 -2.79  3.04
C: -0.90 1.99 -3.92  0.80
C: -0.46 2.37 -5.19  -0.57
C: -1.34 2.93 -6.11  -0.80
C: -2.67 3.12 -5.76  -0.58
C: -3.12 2.75 -4.50  -0.94
C: -2.24 2.19 -3.58  -0.09
C: 1.85 2.14 -3.11  0.67
C: 1.92 3.50 -2.72  -0.91
C: 3.19 4.12 -2.58  -0.53
C: 4.34 3.42 -2.68  -0.87
C: 4.32 1.93 -2.89  0.06
C: 2.99 1.44 -3.37  -2.31
H: -0.55 -0.78 -3.70  0.41
H: 0.75 -0.18 -4.71  0.93
H: 1.50 -2.87 -1.68  0.20
H: -0.14 -2.32 -2.00  0.75
H: 1.72 -1.49 2.37  0.41
H: 0.69 -2.82 4.15  0.43
H: -1.35 -4.16 3.69  0.45
H: -2.33 -4.15 1.42  0.34
H: -1.32 -2.81 -0.36  0.38
H: 3.22 0.61 1.13  -0.76
H: 5.49 0.44 1.37  0.23
H: 6.61 -1.76 0.99  0.47
H: 5.09 -3.61 0.62  0.43
H: 2.75 -3.25 -0.06  0.43
H: 2.66 -0.59 -5.34  0.18
H: 3.84 -1.99 -6.93  0.40
H: 3.97 -4.45 -6.61  0.39
H: 2.82 -5.46 -4.66  0.40
H: 1.60 -4.10 -3.08  0.49
H: 0.58 2.25 -5.46  0.32
H: -0.99 3.22 -7.08  0.43
H: -3.36 3.56 -6.47  0.38
H: -4.15 2.91 -4.21  0.45
H: -2.59 1.93 -2.59  0.00
H: 1.02 4.05 -2.49  0.55
H: 3.22 5.18 -2.36  0.41
H: 5.30 3.90 -2.53  0.41
H: 5.14 1.62 -3.55  0.87
H: 2.94 0.39 -3.59  0.67
S: 6.03 0.59 -0.95  -0.30
C: 4.47 1.17 -1.56  -0.21
N: 3.44 0.91 -0.90  0.44
Se: -3.77 4.30 0.17  -0.24
C: -2.32 3.37 -0.29  0.00
N: -1.41 2.74 -0.65  -0.45
O: 7.02 2.46 3.94  -0.55
C: 5.74 2.59 4.39  0.43
O: 5.54 2.58 5.57  -0.57
C: 4.67 2.71 3.37  1.00
C: 3.35 2.57 3.79  -1.10
C: 2.30 2.67 2.88  -0.10
C: 2.54 2.89 1.52  -0.63
S: 1.20 3.06 0.37  -0.37
C: 3.86 3.08 1.12  -0.43
C: 4.91 2.99 2.02  -1.25
H: 7.02 2.42 2.97  0.36
H: 3.16 2.40 4.84  0.49
H: 1.28 2.59 3.22  0.67
H: 4.06 3.33 0.09  0.63
H: 5.91 3.19 1.65  0.46

Computed properties:
E_HOMO (spin up / spin down): -6.64 / -6.98 eV
Maximum force: 0.0112 Eh/bohr
Spin multiplicity: 2
Total charge: 0
Orbital gap (spin up / spin down): 5.48 / 5.82 eV
Expectation value of S²: 0.7927
Energy relative to the best compared isomer or geometry (same formula, charge and spin): 2.0398 eV

=====

Entry 2:
Computed, not measured: C59H52N8OS4Zr as an isolated structure, with the ωB97M-V functional and the def2-TZVPD basis.

Each line ends with the Mulliken charge.
Element x y z (Å)
Zr: -1.69 -0.70 -0.29  -0.07
C: -1.14 2.08 -4.08  -0.91
C: -0.94 1.00 -3.20  -0.71
N: -1.84 0.61 -2.33  0.26
C: -3.06 1.24 -2.33  0.68
C: -3.32 2.37 -3.11  0.99
C: -2.31 2.78 -4.01  -0.95
C: -4.58 3.01 -2.99  -1.08
C: -5.50 2.49 -2.13  -1.23
C: -5.27 1.29 -1.41  -0.75
C: -4.08 0.62 -1.54  0.05
N: -3.72 -0.62 -1.03  0.72
C: -4.56 -1.71 -0.94  0.46
C: -5.91 -1.79 -1.23  -0.84
C: -6.60 -3.02 -1.16  -1.13
C: -5.98 -4.18 -0.83  -0.94
C: -4.58 -4.16 -0.59  1.05
C: -3.81 -5.32 -0.38  -0.74
C: -2.45 -5.24 -0.28  -1.48
C: -1.85 -3.98 -0.34  0.45
N: -2.53 -2.86 -0.48  0.22
C: -3.89 -2.94 -0.64  -0.45
H: -0.37 2.34 -4.79  0.67
H: 0.00 0.46 -3.19  0.91
H: -2.49 3.63 -4.66  0.51
H: -4.79 3.90 -3.57  0.47
H: -6.46 2.99 -2.01  0.42
H: -6.04 0.91 -0.77  0.66
H: -6.45 -0.91 -1.54  0.63
H: -7.66 -3.02 -1.38  0.41
H: -6.51 -5.12 -0.79  0.46
H: -4.31 -6.28 -0.34  0.49
H: -1.84 -6.12 -0.15  0.50
H: -0.77 -3.87 -0.25  0.32
N: -0.07 -1.54 -1.32  -0.25
S: 1.39 -1.45 -1.23  1.57
N: 2.07 0.03 -1.49  0.08
S: 2.71 1.04 -0.50  1.99
N: 2.08 1.31 0.89  0.33
S: 0.53 1.81 1.01  1.69
N: -0.49 1.12 0.23  0.30
C: 0.56 3.55 0.66  -0.37
C: -0.54 4.05 -0.02  -0.04
C: -0.57 5.41 -0.30  -0.86
C: 0.48 6.23 0.08  -0.70
C: 1.58 5.70 0.76  -0.92
C: 1.62 4.35 1.07  -0.51
C: 0.45 1.77 2.81  0.66
C: -0.45 2.64 3.41  -0.67
C: -0.59 2.62 4.79  -0.82
C: 0.15 1.72 5.55  -0.77
C: 1.03 0.84 4.93  -0.93
C: 1.19 0.86 3.55  -0.17
C: 2.83 2.51 -1.46  -0.03
C: 3.98 3.30 -1.39  -0.67
C: 3.98 4.51 -2.07  -0.97
C: 2.86 4.92 -2.77  -0.91
C: 1.72 4.13 -2.81  -0.13
C: 1.70 2.91 -2.15  0.67
C: 4.37 0.65 -0.10  0.27
C: 4.84 0.73 1.21  -0.57
C: 6.17 0.42 1.45  -0.89
C: 7.00 0.04 0.40  -0.69
C: 6.51 -0.04 -0.90  -0.84
C: 5.19 0.27 -1.16  -0.57
C: 2.14 -2.33 -2.58  0.34
C: 2.04 -3.72 -2.53  -0.47
C: 2.48 -4.46 -3.62  -0.74
C: 2.98 -3.81 -4.74  -0.70
C: 3.05 -2.43 -4.78  -0.96
C: 2.63 -1.67 -3.69  -0.11
C: 2.20 -2.18 0.18  0.49
C: 3.57 -2.39 -0.03  -0.51
C: 4.36 -3.08 0.86  -0.80
C: 3.75 -3.61 1.99  -1.18
C: 2.41 -3.43 2.21  -0.64
C: 1.56 -2.73 1.32  -0.41
H: -1.33 3.38 -0.33  0.38
H: -1.42 5.83 -0.83  0.53
H: 0.45 7.29 -0.15  0.46
H: 2.39 6.34 1.06  0.49
H: 2.46 3.93 1.60  0.40
H: -1.03 3.34 2.81  0.51
H: -1.28 3.30 5.27  0.48
H: 0.04 1.71 6.62  0.46
H: 1.60 0.14 5.53  0.52
H: 1.87 0.17 3.07  0.19
H: 4.85 2.99 -0.83  0.57
H: 4.86 5.14 -2.04  0.48
H: 2.87 5.87 -3.30  0.45
H: 0.84 4.46 -3.35  0.56
H: 0.81 2.30 -2.14  -0.80
H: 4.18 1.04 2.00  0.42
H: 6.56 0.48 2.46  0.49
H: 8.03 -0.20 0.60  0.43
H: 7.17 -0.33 -1.71  0.48
H: 4.79 0.21 -2.17  0.51
H: 1.66 -4.22 -1.65  0.29
H: 2.43 -5.54 -3.59  0.46
H: 3.32 -4.39 -5.59  0.42
H: 3.44 -1.93 -5.66  0.48
H: 2.68 -0.59 -3.72  0.44
H: 4.02 -2.04 -0.95  0.60
H: 5.41 -3.23 0.66  0.54
H: 4.33 -4.16 2.72  0.45
H: 1.96 -3.85 3.10  0.57
H: 0.09 -3.32 2.47  0.39
C: -3.89 -0.47 5.16  -1.26
C: -4.06 -0.44 3.65  -0.61
S: -2.50 -0.12 2.85  0.79
O: -2.88 0.06 1.36  -0.83
C: -1.63 -1.72 2.84  0.36
C: -2.56 -2.93 2.76  -2.18
H: -4.87 -0.62 5.63  0.42
H: -3.48 0.47 5.54  0.31
H: -3.24 -1.29 5.49  0.31
H: -4.67 0.39 3.30  0.56
H: -4.48 -1.36 3.25  0.39
H: -1.09 -1.73 3.80  0.92
H: -0.02 -0.71 1.94  -0.47
H: -3.06 -3.12 3.72  0.46
H: -1.99 -3.82 2.51  0.45
H: -3.32 -2.81 1.99  0.29
N: 0.22 -2.75 1.64  0.51
C: -0.66 -1.56 1.65  0.25

Computed properties:
E_HOMO: -11.07 eV
Maximum force: 0.0175 Eh/bohr
Total charge: +2
Orbital gap: 6.76 eV
Energy relative to the best compared isomer or geometry (same formula, charge and spin): 1.6111 eV

=====

Entry 3:
Computed, not measured: C59H52O6P2S2Sc as an isolated structure, with the ωB97M-V functional and the def2-TZVPD basis.

Each line ends with the Mulliken charge.
Element x y z (Å)
Sc: -0.56 -0.78 -0.13  2.27
C: -0.36 7.72 5.39  -1.45
C: -0.32 6.42 4.64  0.81
C: 0.15 5.26 5.25  -0.91
C: 0.20 4.06 4.56  -0.29
C: -0.20 4.04 3.23  0.51
C: -0.70 5.17 2.60  -0.28
C: -0.75 6.36 3.31  -0.92
S: -0.14 2.50 2.36  0.07
O: -1.22 2.51 1.30  -0.77
C: 1.46 2.52 1.55  1.86
C: 2.45 1.88 2.35  -1.26
C: 3.69 1.65 1.84  -1.19
C: 4.01 2.04 0.52  0.64
C: 5.30 1.81 -0.02  -1.24
C: 5.62 2.22 -1.28  -0.72
C: 4.65 2.89 -2.06  -1.08
C: 3.40 3.13 -1.57  -0.90
C: 3.04 2.70 -0.27  1.38
C: 1.73 2.93 0.27  0.08
C: 0.83 3.81 -0.55  -0.83
C: 1.00 5.22 -0.35  0.63
C: 1.87 5.73 0.65  -0.97
C: 2.02 7.08 0.81  -0.82
C: 1.32 7.99 0.00  -0.80
C: 0.49 7.53 -0.98  -1.10
C: 0.32 6.14 -1.19  1.04
C: -0.47 5.66 -2.25  -1.27
C: -0.60 4.32 -2.47  -1.04
C: 0.03 3.40 -1.59  1.84
S: -0.14 1.74 -2.19  -0.07
O: 0.28 0.73 -1.09  0.64
C: -1.91 1.48 -2.21  0.27
C: -2.27 0.26 -2.80  -1.03
C: -3.60 -0.14 -2.76  -0.54
C: -4.58 0.67 -2.18  0.76
C: -6.02 0.27 -2.18  -1.55
C: -4.18 1.88 -1.62  -0.83
C: -2.85 2.29 -1.62  -0.34
H: -0.22 7.58 6.45  0.38
H: -1.32 8.22 5.23  0.38
H: 0.42 8.40 5.03  0.30
H: 0.47 5.29 6.28  0.38
H: 0.53 3.16 5.05  0.45
H: -1.06 5.12 1.58  0.49
H: -1.15 7.24 2.84  0.48
H: 2.22 1.61 3.37  0.54
H: 4.46 1.19 2.45  0.49
H: 6.04 1.31 0.60  0.50
H: 6.61 2.06 -1.68  0.46
H: 4.92 3.24 -3.05  0.49
H: 2.68 3.67 -2.18  0.50
H: 2.41 5.05 1.28  0.38
H: 2.69 7.45 1.58  0.50
H: 1.46 9.05 0.14  0.46
H: -0.03 8.22 -1.63  0.51
H: -0.95 6.36 -2.92  0.50
H: -1.17 3.96 -3.32  0.68
H: -1.53 -0.34 -3.32  0.72
H: -3.89 -1.08 -3.22  0.42
H: -6.17 -0.68 -2.70  0.39
H: -6.63 1.03 -2.67  0.40
H: -6.40 0.17 -1.16  0.35
H: -4.92 2.53 -1.16  0.49
H: -2.57 3.22 -1.14  0.37
O: 0.89 -2.04 -0.84  -0.13
P: 1.21 -3.49 -1.20  1.12
C: -0.38 -4.34 -1.48  -1.55
P: -1.76 -3.86 -0.40  1.01
O: -1.82 -2.33 -0.41  0.12
C: -3.24 -4.59 -1.04  0.61
C: -3.55 -4.44 -2.40  -0.51
C: -4.71 -4.98 -2.90  -0.94
C: -5.58 -5.68 -2.06  -0.52
C: -5.27 -5.83 -0.72  -0.83
C: -4.10 -5.29 -0.20  -0.53
C: -1.49 -4.43 1.28  1.19
C: -0.87 -5.64 1.55  -0.44
C: -0.72 -6.06 2.86  -0.65
C: -1.19 -5.27 3.91  -0.79
C: -1.83 -4.07 3.64  -0.38
C: -1.98 -3.64 2.33  -1.86
C: 2.10 -3.59 -2.73  0.45
C: 1.59 -2.91 -3.84  -0.47
C: 2.25 -2.98 -5.05  -0.74
C: 3.42 -3.72 -5.17  -0.53
C: 3.93 -4.39 -4.07  -0.80
C: 3.28 -4.33 -2.85  -0.44
C: 2.11 -4.32 0.09  0.58
C: 2.79 -3.55 1.04  -0.73
C: 3.53 -4.17 2.03  -0.89
C: 3.61 -5.55 2.07  -0.67
C: 2.96 -6.32 1.11  -0.82
C: 2.21 -5.71 0.12  -0.38
H: -0.26 -5.42 -1.52  0.66
H: -0.70 -4.04 -2.48  0.58
H: -2.89 -3.90 -3.06  0.31
H: -4.95 -4.87 -3.95  0.47
H: -6.48 -6.11 -2.46  0.44
H: -5.94 -6.38 -0.07  0.47
H: -3.87 -5.43 0.85  0.41
H: -0.52 -6.28 0.75  0.47
H: -0.24 -7.01 3.08  0.51
H: -1.08 -5.61 4.93  0.47
H: -2.22 -3.47 4.45  0.52
H: -2.51 -2.72 2.11  0.67
H: 0.69 -2.32 -3.75  0.25
H: 1.86 -2.45 -5.91  0.46
H: 3.93 -3.78 -6.12  0.43
H: 4.85 -4.97 -4.16  0.45
H: 3.69 -4.85 -1.99  0.39
H: 2.76 -2.46 0.97  0.72
H: 4.06 -3.57 2.76  0.48
H: 4.20 -6.03 2.84  0.47
H: 3.05 -7.40 1.13  0.50
H: 1.73 -6.32 -0.63  0.55
O: -2.21 0.29 0.69  -0.26
H: -3.17 0.18 0.61  0.20
H: -1.98 1.28 0.90  0.32
O: 0.12 -1.44 1.86  -0.39
H: -0.24 -2.23 2.29  0.19
H: 1.03 -1.31 2.19  0.22

Computed properties:
E_HOMO: -14.36 eV
Maximum force: 0.0132 Eh/bohr
Total charge: +3
Orbital gap: 7.56 eV